Below is 3 unconnected molecules or ions with the total composition C5H9N3 at a distorted geometry, with properties calculated with ωB97M-V with the def2-TZVPD basis set.

Summary:
ΔE to the lowest compared entry with this formula, charge and spin: 939.87 kJ/mol
Frontier orbital gap: 8.09 eV
Max |F|: 0.1823 hartree/bohr
Charge: 0

Atoms and positions in Å:
C  1.12315  0.51101  0.38327
C  0.62419  1.60509  -0.21365
C  -1.96692  -0.14154  -0.45280
C  -0.78170  -1.15992  -0.13760
C  -0.28048  -0.16545  0.82711
H  2.67719  -0.82538  0.69490
H  2.10865  -0.08204  -1.70341
H  1.80297  0.41669  1.29126
H  1.21689  2.54711  -0.32739
H  -2.27205  0.05645  -1.37748
H  -2.75515  -0.59613  0.21599
H  -1.27544  -1.98024  0.05981
H  0.10013  -1.55799  -0.79889
H  -0.14576  -0.54232  1.93128
N  1.76856  -0.69669  -0.50181
N  -0.62749  1.77967  -0.29306
N  -1.31675  0.83166  0.40248

Atomic partial charges in e from the Mulliken method, atoms 1 to 5: -0.246 -0.276 -0.536 -0.903 0.373